Record 1
Density functional theory data (the ωB97M-V functional and the def2-TZVPD basis) for a molecular structure, C15H20BrF3OReS4Sb.

The geometry in XYZ format:
```
46
Properties=species:S:1:pos:R:3:forces:R:3:nbo_charge:R:1
Re 2.321 1.957 -2.314 0.0 0.1 0.1 0.707
C -1.368 0.297 4.137 0.0 0.0 0.0 -0.595
C -0.845 -0.967 3.428 0.0 0.0 0.0 -0.111
C 0.306 -1.581 4.248 0.0 0.0 0.0 -0.595
C -1.980 -1.984 3.326 0.0 0.0 0.0 -0.615
C -0.303 -0.561 2.072 0.0 0.0 0.0 0.159
C 0.747 0.386 2.019 0.0 0.0 0.0 -0.185
C 1.190 0.776 0.799 0.0 -0.1 0.0 -0.120
Br 2.590 2.011 0.568 0.0 0.0 0.0 0.281
C 0.655 0.257 -0.414 0.0 0.1 0.0 0.283
O 1.138 0.751 -1.526 0.0 -0.1 -0.1 -0.526
C -0.362 -0.736 -0.391 0.0 0.0 0.0 0.068
C -0.804 -1.086 0.877 0.0 0.0 0.0 -0.173
C -1.001 -1.400 -1.608 0.0 0.0 0.0 -0.091
C -2.489 -1.004 -1.633 0.0 0.0 0.0 -0.595
C -0.384 -1.025 -2.959 0.0 0.0 0.0 -0.606
C -0.873 -2.926 -1.443 0.0 0.0 0.0 -0.596
H -1.763 0.015 5.113 0.0 0.0 0.0 0.241
H -2.173 0.765 3.568 0.0 0.0 0.0 0.221
H -0.584 1.037 4.302 0.0 0.0 0.0 0.208
H -0.077 -1.877 5.225 0.0 0.0 0.0 0.241
H 1.120 -0.876 4.416 0.0 0.0 0.0 0.208
H 0.710 -2.470 3.761 0.0 0.0 0.0 0.222
H -2.325 -2.227 4.330 0.0 0.0 0.0 0.244
H -1.656 -2.917 2.861 0.0 0.0 0.0 0.217
H -2.837 -1.589 2.777 0.0 0.0 0.0 0.217
H 1.173 0.794 2.924 0.0 0.0 0.0 0.251
H -1.596 -1.815 0.944 0.0 0.0 0.0 0.244
H -2.611 0.076 -1.739 0.0 0.0 0.0 0.216
H -3.012 -1.321 -0.731 0.0 0.0 0.0 0.219
H -2.972 -1.485 -2.484 0.0 0.0 0.0 0.237
H -0.526 0.029 -3.200 0.0 0.0 0.0 0.203
H -0.889 -1.603 -3.732 0.0 0.0 0.0 0.241
H 0.678 -1.277 -3.009 0.0 0.0 0.0 0.202
H -1.375 -3.291 -0.548 0.0 0.0 0.0 0.217
H 0.173 -3.234 -1.400 0.0 0.0 0.0 0.219
H -1.336 -3.414 -2.300 0.0 0.0 0.0 0.237
S 4.287 3.422 -5.995 0.0 0.0 0.0 -0.375
Sb 4.877 4.567 -4.249 0.0 0.0 0.0 1.351
S 2.401 1.440 -4.276 0.0 0.0 -0.1 0.381
S 3.954 3.372 -2.044 0.0 0.0 0.0 -0.222
S 5.843 6.258 -3.322 0.0 0.0 0.0 -0.288
F 1.091 4.372 -3.399 0.0 0.0 0.0 -0.308
C 0.746 3.384 -2.576 0.0 0.0 0.0 0.863
F 0.499 3.892 -1.367 0.0 0.0 0.0 -0.300
F -0.358 2.810 -3.035 0.0 0.0 0.0 -0.296
```
Forces are in eV/Å.

Properties
HOMO (spin up / spin down)	-15.022 / -15.022	eV
LUMO (spin up / spin down)	-9.58 / -9.58	eV
net charge	+2

=====

Record 2
Density functional theory data (the ωB97M-V functional and the def2-TZVPD basis) for 2 unconnected molecules or ions with the total composition C15H20BrF6NO4SSi at a distorted geometry.

The geometry in XYZ format:
```
49
Properties=species:S:1:pos:R:3:forces:R:3:nbo_charge:R:1
C -1.985 3.419 0.744 -0.1 -0.1 -0.1 -0.631
C -0.977 2.701 -0.149 0.0 0.1 0.4 -0.257
Br -1.666 2.579 -1.966 0.0 -0.2 -0.1 -0.014
C 0.369 3.405 -0.165 0.1 0.3 -0.1 -0.090
O 1.436 2.505 -0.519 -0.1 -0.1 0.0 -0.545
C 2.069 1.957 0.545 -0.5 -0.1 -0.1 0.929
O 2.774 2.553 1.298 -0.1 0.1 0.0 -0.547
N 1.752 0.574 0.651 1.2 0.0 0.1 -1.083
Si 2.141 -0.517 -0.787 -0.4 -0.3 -0.3 1.809
C 0.510 -1.175 -1.377 -0.2 0.0 0.3 -1.154
C 3.245 -1.953 -0.341 0.1 0.0 -0.1 -1.136
C 2.955 0.489 -2.119 0.0 0.1 0.0 -1.151
S 1.865 -0.042 2.181 -0.1 0.2 -0.3 2.268
O 1.189 0.824 3.085 -0.1 0.0 0.1 -0.900
O 1.538 -1.423 2.052 -0.1 -0.1 0.1 -0.903
C 3.680 0.011 2.687 -0.3 0.1 0.3 0.380
F 4.019 -1.248 2.961 0.2 -0.5 0.0 -0.297
F 4.450 0.449 1.694 0.1 0.1 -0.3 -0.297
C 3.966 0.826 3.978 0.0 0.1 0.1 0.924
F 3.353 0.240 5.013 0.2 0.2 -0.2 -0.301
F 3.590 2.093 3.895 0.1 -0.3 0.1 -0.284
F 5.293 0.786 4.187 -0.3 0.0 0.0 -0.308
H -2.442 4.263 0.227 0.1 0.1 0.1 0.223
H -1.499 3.773 1.655 0.0 0.0 0.0 0.219
H -2.786 2.736 1.027 0.0 0.0 0.0 0.231
H -0.843 1.674 0.188 0.0 0.0 -0.1 0.234
H 0.580 3.850 0.811 0.0 -0.1 0.0 0.205
H 0.388 4.196 -0.915 0.0 0.0 0.1 0.214
H 0.657 -2.015 -2.062 0.0 0.1 -0.1 0.243
H -0.113 -0.406 -1.842 0.1 -0.1 -0.1 0.256
H -0.037 -1.558 -0.509 0.0 0.0 -0.1 0.255
H 2.641 -2.846 -0.180 0.0 0.0 0.1 0.255
H 3.901 -1.827 0.515 0.0 0.0 0.1 0.252
H 3.889 -2.122 -1.212 -0.1 0.0 0.0 0.243
H 3.007 -0.184 -2.982 0.1 0.0 0.0 0.248
H 2.359 1.351 -2.411 0.0 0.0 0.0 0.264
H 3.971 0.816 -1.885 0.0 0.0 0.0 0.249
F -3.212 -0.561 -1.023 0.0 0.0 0.0 -0.328
C -4.078 -1.567 -1.261 0.0 0.0 0.0 0.401
C -3.598 -2.741 -1.805 0.0 0.0 0.0 -0.288
C -4.497 -3.771 -2.046 0.0 0.0 0.0 -0.188
C -5.843 -3.615 -1.747 0.0 0.0 0.0 -0.233
C -6.295 -2.421 -1.202 0.0 0.0 0.0 -0.188
C -5.410 -1.382 -0.953 0.0 0.0 0.0 -0.287
H -2.545 -2.837 -2.034 0.0 0.0 0.0 0.230
H -4.140 -4.700 -2.469 0.0 0.0 0.0 0.217
H -6.538 -4.421 -1.938 0.0 0.0 0.0 0.217
H -7.344 -2.293 -0.969 0.0 0.0 0.0 0.217
H -5.737 -0.443 -0.527 0.0 0.0 0.0 0.230
```
Forces are in eV/Å.

Properties
HOMO	-9.401	eV
LUMO	0.59	eV
SMILES string	C[C@@H](Br)COC(=O)N([Si](C)(C)C)S(=O)(=O)C(F)(F)C(F)(F)F.Fc1ccccc1
net charge	0

=====

- Look up the net charge of the second one.
  0

=====

Copy entry 2 word for word.
Density functional theory data (the ωB97M-V functional and the def2-TZVPD basis) for 2 unconnected molecules or ions with the total composition C15H20BrF6NO4SSi at a distorted geometry.

The geometry in XYZ format:
```
49
Properties=species:S:1:pos:R:3:forces:R:3:nbo_charge:R:1
C -1.985 3.419 0.744 -0.1 -0.1 -0.1 -0.631
C -0.977 2.701 -0.149 0.0 0.1 0.4 -0.257
Br -1.666 2.579 -1.966 0.0 -0.2 -0.1 -0.014
C 0.369 3.405 -0.165 0.1 0.3 -0.1 -0.090
O 1.436 2.505 -0.519 -0.1 -0.1 0.0 -0.545
C 2.069 1.957 0.545 -0.5 -0.1 -0.1 0.929
O 2.774 2.553 1.298 -0.1 0.1 0.0 -0.547
N 1.752 0.574 0.651 1.2 0.0 0.1 -1.083
Si 2.141 -0.517 -0.787 -0.4 -0.3 -0.3 1.809
C 0.510 -1.175 -1.377 -0.2 0.0 0.3 -1.154
C 3.245 -1.953 -0.341 0.1 0.0 -0.1 -1.136
C 2.955 0.489 -2.119 0.0 0.1 0.0 -1.151
S 1.865 -0.042 2.181 -0.1 0.2 -0.3 2.268
O 1.189 0.824 3.085 -0.1 0.0 0.1 -0.900
O 1.538 -1.423 2.052 -0.1 -0.1 0.1 -0.903
C 3.680 0.011 2.687 -0.3 0.1 0.3 0.380
F 4.019 -1.248 2.961 0.2 -0.5 0.0 -0.297
F 4.450 0.449 1.694 0.1 0.1 -0.3 -0.297
C 3.966 0.826 3.978 0.0 0.1 0.1 0.924
F 3.353 0.240 5.013 0.2 0.2 -0.2 -0.301
F 3.590 2.093 3.895 0.1 -0.3 0.1 -0.284
F 5.293 0.786 4.187 -0.3 0.0 0.0 -0.308
H -2.442 4.263 0.227 0.1 0.1 0.1 0.223
H -1.499 3.773 1.655 0.0 0.0 0.0 0.219
H -2.786 2.736 1.027 0.0 0.0 0.0 0.231
H -0.843 1.674 0.188 0.0 0.0 -0.1 0.234
H 0.580 3.850 0.811 0.0 -0.1 0.0 0.205
H 0.388 4.196 -0.915 0.0 0.0 0.1 0.214
H 0.657 -2.015 -2.062 0.0 0.1 -0.1 0.243
H -0.113 -0.406 -1.842 0.1 -0.1 -0.1 0.256
H -0.037 -1.558 -0.509 0.0 0.0 -0.1 0.255
H 2.641 -2.846 -0.180 0.0 0.0 0.1 0.255
H 3.901 -1.827 0.515 0.0 0.0 0.1 0.252
H 3.889 -2.122 -1.212 -0.1 0.0 0.0 0.243
H 3.007 -0.184 -2.982 0.1 0.0 0.0 0.248
H 2.359 1.351 -2.411 0.0 0.0 0.0 0.264
H 3.971 0.816 -1.885 0.0 0.0 0.0 0.249
F -3.212 -0.561 -1.023 0.0 0.0 0.0 -0.328
C -4.078 -1.567 -1.261 0.0 0.0 0.0 0.401
C -3.598 -2.741 -1.805 0.0 0.0 0.0 -0.288
C -4.497 -3.771 -2.046 0.0 0.0 0.0 -0.188
C -5.843 -3.615 -1.747 0.0 0.0 0.0 -0.233
C -6.295 -2.421 -1.202 0.0 0.0 0.0 -0.188
C -5.410 -1.382 -0.953 0.0 0.0 0.0 -0.287
H -2.545 -2.837 -2.034 0.0 0.0 0.0 0.230
H -4.140 -4.700 -2.469 0.0 0.0 0.0 0.217
H -6.538 -4.421 -1.938 0.0 0.0 0.0 0.217
H -7.344 -2.293 -0.969 0.0 0.0 0.0 0.217
H -5.737 -0.443 -0.527 0.0 0.0 0.0 0.230
```
Forces are in eV/Å.

Properties
HOMO	-9.401	eV
LUMO	0.59	eV
SMILES string	C[C@@H](Br)COC(=O)N([Si](C)(C)C)S(=O)(=O)C(F)(F)C(F)(F)F.Fc1ccccc1
net charge	0

=====

Repeat the second record exactly.
Density functional theory data (the ωB97M-V functional and the def2-TZVPD basis) for 2 unconnected molecules or ions with the total composition C15H20BrF6NO4SSi at a distorted geometry.

The geometry in XYZ format:
```
49
Properties=species:S:1:pos:R:3:forces:R:3:nbo_charge:R:1
C -1.985 3.419 0.744 -0.1 -0.1 -0.1 -0.631
C -0.977 2.701 -0.149 0.0 0.1 0.4 -0.257
Br -1.666 2.579 -1.966 0.0 -0.2 -0.1 -0.014
C 0.369 3.405 -0.165 0.1 0.3 -0.1 -0.090
O 1.436 2.505 -0.519 -0.1 -0.1 0.0 -0.545
C 2.069 1.957 0.545 -0.5 -0.1 -0.1 0.929
O 2.774 2.553 1.298 -0.1 0.1 0.0 -0.547
N 1.752 0.574 0.651 1.2 0.0 0.1 -1.083
Si 2.141 -0.517 -0.787 -0.4 -0.3 -0.3 1.809
C 0.510 -1.175 -1.377 -0.2 0.0 0.3 -1.154
C 3.245 -1.953 -0.341 0.1 0.0 -0.1 -1.136
C 2.955 0.489 -2.119 0.0 0.1 0.0 -1.151
S 1.865 -0.042 2.181 -0.1 0.2 -0.3 2.268
O 1.189 0.824 3.085 -0.1 0.0 0.1 -0.900
O 1.538 -1.423 2.052 -0.1 -0.1 0.1 -0.903
C 3.680 0.011 2.687 -0.3 0.1 0.3 0.380
F 4.019 -1.248 2.961 0.2 -0.5 0.0 -0.297
F 4.450 0.449 1.694 0.1 0.1 -0.3 -0.297
C 3.966 0.826 3.978 0.0 0.1 0.1 0.924
F 3.353 0.240 5.013 0.2 0.2 -0.2 -0.301
F 3.590 2.093 3.895 0.1 -0.3 0.1 -0.284
F 5.293 0.786 4.187 -0.3 0.0 0.0 -0.308
H -2.442 4.263 0.227 0.1 0.1 0.1 0.223
H -1.499 3.773 1.655 0.0 0.0 0.0 0.219
H -2.786 2.736 1.027 0.0 0.0 0.0 0.231
H -0.843 1.674 0.188 0.0 0.0 -0.1 0.234
H 0.580 3.850 0.811 0.0 -0.1 0.0 0.205
H 0.388 4.196 -0.915 0.0 0.0 0.1 0.214
H 0.657 -2.015 -2.062 0.0 0.1 -0.1 0.243
H -0.113 -0.406 -1.842 0.1 -0.1 -0.1 0.256
H -0.037 -1.558 -0.509 0.0 0.0 -0.1 0.255
H 2.641 -2.846 -0.180 0.0 0.0 0.1 0.255
H 3.901 -1.827 0.515 0.0 0.0 0.1 0.252
H 3.889 -2.122 -1.212 -0.1 0.0 0.0 0.243
H 3.007 -0.184 -2.982 0.1 0.0 0.0 0.248
H 2.359 1.351 -2.411 0.0 0.0 0.0 0.264
H 3.971 0.816 -1.885 0.0 0.0 0.0 0.249
F -3.212 -0.561 -1.023 0.0 0.0 0.0 -0.328
C -4.078 -1.567 -1.261 0.0 0.0 0.0 0.401
C -3.598 -2.741 -1.805 0.0 0.0 0.0 -0.288
C -4.497 -3.771 -2.046 0.0 0.0 0.0 -0.188
C -5.843 -3.615 -1.747 0.0 0.0 0.0 -0.233
C -6.295 -2.421 -1.202 0.0 0.0 0.0 -0.188
C -5.410 -1.382 -0.953 0.0 0.0 0.0 -0.287
H -2.545 -2.837 -2.034 0.0 0.0 0.0 0.230
H -4.140 -4.700 -2.469 0.0 0.0 0.0 0.217
H -6.538 -4.421 -1.938 0.0 0.0 0.0 0.217
H -7.344 -2.293 -0.969 0.0 0.0 0.0 0.217
H -5.737 -0.443 -0.527 0.0 0.0 0.0 0.230
```
Forces are in eV/Å.

Properties
HOMO	-9.401	eV
LUMO	0.59	eV
SMILES string	C[C@@H](Br)COC(=O)N([Si](C)(C)C)S(=O)(=O)C(F)(F)C(F)(F)F.Fc1ccccc1
net charge	0